(1)
Molecular formula: C8H12
Method: DFT, ωB97M-V/def2-TZVPD

ORCA input file:
```
! RIJCOSX wB97M-V def2-TZVPD def2/J DEFGRID3
* xyz 0 1
C 2.53253 0.83922 -1.12292
C 2.13855 0.26239 -0.01239
C -0.63987 1.61773 0.26474
C -0.69435 0.66927 1.34871
C 0.17944 -0.41497 0.70463
C -0.83437 0.19457 -0.10455
C 0.05934 -1.89430 0.97990
C -1.90613 -0.33651 -0.97782
H 3.64123 0.87711 -1.32538
H 1.99150 1.49936 -1.84926
H 2.75458 -0.22024 0.60542
H -1.51117 2.27333 -0.11000
H 0.29420 2.12827 0.03925
H -1.27774 0.74338 2.21039
H -1.07033 -2.05590 0.93507
H 0.52622 -2.29423 1.97644
H 0.48830 -2.46065 0.12416
H -2.02851 -1.43607 -0.87003
H -1.66787 -0.10717 -2.00340
H -2.97555 0.11542 -0.81296
*
```

Results
Relative energy (zero: lowest compared OMol25 entry of this formula, charge and spin) ... 5.1386 eV
Frontier orbital gap ... 8.77 eV
LUMO ... 0.037 hartree
DFT total energy ... -311.797559 hartree
Highest occupied orbital energy ... -7.77 eV

Mulliken population analysis, charges in e, atoms 1 to 8:
1. C -0.52
2. C -0.45
3. C -0.53
4. C -0.70
5. C 0.88
6. C 0.42
7. C -1.30
8. C -1.32

---

(2)
Molecular formula: C8H12
Method: DFT, ωB97M-V/def2-TZVPD

ORCA input file:
```
! RIJCOSX wB97M-V def2-TZVPD def2/J DEFGRID3
* xyz 0 1
C -1.96873 -0.40190 0.65051
C -3.19787 -1.16062 0.41438
C -4.37264 -0.59916 0.16997
C -0.09507 1.55642 -0.71598
C 1.11414 0.88909 -0.89973
C 1.91080 0.33661 0.09197
C 3.15254 -0.30085 -0.31324
C 4.03056 -1.01229 0.39085
H -1.19165 -0.53276 -0.11531
H -2.25985 0.65672 0.58515
H -1.50359 -0.62321 1.61482
H -5.42739 -0.77308 0.40766
H -4.23470 0.45373 -0.15907
H -0.66076 1.31119 0.17373
H -0.39463 2.35846 -1.38398
H 1.56810 0.78095 -1.88441
H 1.55743 0.19556 1.11408
H 3.28571 -0.28789 -1.39940
H 4.86485 -1.47177 -0.12630
H 3.82276 -1.37520 1.38428
*
```

Results
Relative energy (zero: lowest compared OMol25 entry of this formula, charge and spin) ... 7.6278 eV
Frontier orbital gap ... 3.12 eV
LUMO ... -0.101 hartree
DFT total energy ... -311.706084 hartree
Highest occupied orbital energy ... -5.87 eV

Mulliken population analysis, charges in e, atoms 1 to 8:
1. C -0.50
2. C -0.07
3. C -0.68
4. C -0.81
5. C -0.22
6. C 0.04
7. C -0.07
8. C -0.80

---

(3)
Molecular formula: C8H12As3F19MnO6
Method: DFT, ωB97M-V/def2-TZVPD

ORCA input file:
```
! RIJCOSX wB97M-V def2-TZVPD def2/J DEFGRID3
* xyz -2 6
Mn 23.45509 20.75506 5.27546
As 21.86511 23.27962 2.64883
F 22.85679 24.71262 3.27705
F 20.64917 23.78373 3.80550
F 20.89171 21.81710 2.18511
F 23.18598 22.89130 1.52260
F 22.57074 22.11610 3.89960
F 21.02464 24.09712 1.28447
As 22.36625 18.23200 2.60334
F 21.64474 17.20843 3.95300
F 23.93083 17.35734 2.62109
F 23.03042 19.30363 1.37140
F 20.92857 19.36188 2.74305
F 23.06556 19.34139 3.90504
F 21.62593 17.19112 1.42836
As 19.78068 20.41754 6.00689
F 17.97789 20.36185 6.37161
F 20.11748 20.05435 7.76277
F 21.52211 20.40673 5.74058
F 19.50704 20.72563 4.20549
F 19.83762 22.14021 6.38747
F 19.75379 18.66752 5.67335
F 24.12446 19.89834 7.03455
C 28.20366 19.72127 1.43118
C 27.77681 21.17665 1.66738
C 26.62416 21.77155 0.92181
O 25.47144 21.42573 1.72990
C 25.88643 21.17371 2.93243
O 25.15713 21.10048 3.90412
O 27.21021 21.21061 2.94938
H 27.31512 19.09764 1.52957
H 28.89245 19.53804 2.25586
H 28.80048 19.56933 0.53183
H 28.70915 21.74132 1.66984
H 26.43691 21.30948 -0.04749
H 26.67703 22.85999 0.94663
C 25.46179 26.84398 4.64218
C 25.12973 26.04568 5.97804
C 23.60522 26.16347 6.32265
O 23.20461 24.83341 6.56242
C 24.18045 23.97693 6.14497
O 24.09472 22.74007 6.25388
O 25.24903 24.65322 5.70420
H 26.40519 27.37833 4.53004
H 24.74459 27.63765 4.43285
H 25.36113 26.20894 3.76201
H 25.61117 26.47635 6.85601
H 23.14685 26.68052 5.47965
H 23.40643 26.60629 7.29861
*
```

Results
Relative energy (zero: lowest compared OMol25 entry of this formula, charge and spin) ... 1.3296 eV
Frontier orbital gap (spin up / spin down) ... 7.33 / 8.29 eV
LUMO (spin up / spin down) ... 0.137 / 0.137 hartree
DFT total energy ... -10519.777946 hartree
Highest occupied orbital energy (spin up / spin down) ... -3.60 / -4.56 eV

Mulliken population analysis, charges in e, atoms 1 to 8:
1. Mn 0.93
2. As 1.94
3. F -0.52
4. F -0.47
5. F -0.49
6. F -0.46
7. F 0.01
8. F -0.52

---

(4)
Molecular formula: C8H12B3Cl15O4
Method: DFT, ωB97M-V/def2-TZVPD

ORCA input file:
```
! RIJCOSX wB97M-V def2-TZVPD def2/J DEFGRID3
* xyz 0 1
B -2.83148 -0.71325 -0.91305
O -3.08320 0.66377 -0.52681
B -1.77299 1.10259 -0.08566
O -0.79438 1.24545 -1.13910
B -0.66291 -0.10154 -1.67828
C 0.82961 -0.59872 -2.02089
C 1.79854 -0.29697 -0.67729
C 2.37513 -1.65440 0.05978
O 3.22458 -0.68352 -0.81681
O -1.84120 -0.91206 -1.92585
H -3.41769 -1.57497 -0.36335
H -1.54910 1.28379 1.06064
H 0.92944 -1.69696 -2.23617
H 1.30195 0.05212 -2.81079
H 1.50944 0.60387 0.00208
H 2.38130 -1.43190 1.15162
H 1.81144 -2.43212 -0.50363
C -4.83652 -0.26758 -4.19345
Cl -4.92590 -2.00432 -4.51219
Cl -5.30968 0.65340 -5.62810
Cl -5.85400 0.16495 -2.81366
H -3.80692 -0.01726 -3.95078
C 1.04196 1.51466 3.62658
Cl 2.43879 2.50220 3.18359
Cl 0.15892 1.00009 2.17954
Cl 1.54978 0.11216 4.57740
H 0.37553 2.11832 4.23630
C -3.30401 0.27239 -9.06017
Cl -1.65221 0.41801 -8.44539
Cl -3.70977 1.65219 -10.08925
Cl -3.50822 -1.24556 -9.94405
H -3.98315 0.26765 -8.21296
C 5.39933 3.61699 5.82615
Cl 3.90389 3.40417 6.74676
Cl 6.17200 2.05535 5.52600
Cl 5.07839 4.45542 4.30248
H 6.07865 4.22683 6.41479
C 1.62583 -3.48649 6.79608
Cl 3.02508 -2.49965 6.35371
Cl 0.74432 -3.99870 5.35105
Cl 2.12907 -4.88901 7.74787
H 0.96035 -2.88142 7.40528
*
```

Results
Frontier orbital gap ... 9.93 eV
LUMO ... -0.005 hartree
DFT total energy ... -7590.501720 hartree
Highest occupied orbital energy ... -10.07 eV

Mulliken population analysis, charges in e, atoms 1 to 8:
1. B 0.42
2. O -0.39
3. B 0.76
4. O -0.20
5. B 0.29
6. C -0.58
7. C 0.21
8. C -0.54

---

Look up the DFT total energy of the first one. -311.797559 hartree

---

What is the DFT total energy in the second record? -311.706084 hartree